Density functional theory data (ωB97M-V with the def2-TZVPD basis set) for C5H6O2 in the gas phase in a non-equilibrium geometry.

XYZ file:
```
13
C5H6O2, DFT ωB97M-V with the def2-TZVPD basis set
O 0.84 -0.49 1.23
O -2.59 -0.70 0.67
C -1.44 -0.49 0.84
C 0.78 -1.32 -1.18
C 0.19 -1.11 0.17
C -0.11 1.74 0.54
C -0.27 0.28 0.81
H 1.62 -2.01 -1.05
H 0.04 -1.79 -1.82
H 0.37 1.91 -0.43
H 1.14 -0.41 -1.66
H -1.09 2.20 0.55
H 0.51 2.18 1.32
```

orbital gap (spin up / spin down)	0.3261 / 0.3261	Ha
2S+1	1
energy above the lowest of the compared OMol25 structures with the same formula, charge and spin	96.44	kcal/mol
SMILES	C[C@@]12O[C@]1(C)C2=O



Density functional theory data (ωB97M-V with the def2-TZVPD basis set) for 2 unconnected molecules or ions with the total composition C23H28N4O5 in a non-equilibrium geometry.

XYZ file:
```
60
C23H28N4O5, DFT ωB97M-V with the def2-TZVPD basis set
O -1.47 2.77 -0.31
O 2.46 0.96 -0.42
O 0.35 -3.85 -2.42
O -0.97 -2.52 -1.11
O 3.00 -0.03 -2.42
N 0.54 2.35 1.59
N -0.58 0.73 2.59
N 1.30 -1.97 -1.65
N 1.27 -0.89 -1.02
C 3.23 1.46 4.01
C -2.82 -0.33 0.23
C -0.65 1.65 1.57
C -4.18 1.62 0.73
C 2.65 2.21 2.97
C 1.36 1.83 2.57
C -1.60 -0.18 3.04
C -1.60 2.50 -1.73
C 2.54 0.39 4.61
C 4.68 0.61 -4.03
C -0.77 -4.81 -2.45
C -5.32 0.83 0.69
C 0.08 -2.76 -1.66
C 0.89 3.48 0.77
C 4.18 0.86 -2.62
C -0.33 -5.98 -3.30
C 0.68 0.80 3.18
C -2.91 1.03 0.56
C -3.97 -1.12 0.22
C -5.21 -0.54 0.46
C -1.67 1.82 0.62
C 2.33 0.09 -1.27
C 1.25 0.04 4.20
H 0.55 -6.47 -2.87
H -1.60 -1.10 2.43
H 3.87 1.90 -2.48
H -1.48 3.46 -2.21
H 4.94 0.59 -1.88
H 3.15 3.04 2.48
H 5.58 1.21 -4.21
H 3.94 0.91 -4.78
H -1.84 -0.74 0.00
H -0.81 1.81 -2.04
H -0.98 -5.13 -1.41
H 1.04 3.18 -0.27
H -2.59 0.28 3.01
H -1.66 -4.31 -2.86
H -6.11 -1.16 0.46
H 3.03 -0.18 5.41
H -1.36 -0.46 4.07
H -4.22 2.70 0.90
H 4.95 -0.44 -4.19
H 0.12 4.26 0.84
H -1.13 -6.72 -3.34
H -3.86 -2.19 0.01
H -6.30 1.29 0.82
H 4.23 1.73 4.36
H -0.12 -5.66 -4.33
H 1.83 3.87 1.17
H -2.59 2.08 -1.95
H 0.68 -0.78 4.64
```

orbital gap	0.1555	Ha
2S+1	1
energy above the lowest of the compared OMol25 structures with the same formula, charge and spin	139.12	kcal/mol
SMILES	COC(=C1N(C)c2ccccc2N1C)c1ccccc1.CCOC(=O)/N=N/C(=O)OCC



Density functional theory data (ωB97M-V with the def2-TZVPD basis set) for a gas-phase ion, C4H12NOS (charge +1) in a non-equilibrium geometry.

XYZ file:
```
19
C4H12NOS, DFT ωB97M-V with the def2-TZVPD basis set
S -0.13 -1.21 -2.44
O 1.16 1.35 2.03
N -1.59 0.01 1.79
C 1.00 -0.47 -1.13
C 0.36 -0.71 0.28
C -0.71 0.34 0.64
C 0.14 1.68 1.07
H -1.07 0.04 2.76
H -2.37 0.68 1.85
H -1.36 0.43 -0.27
H 2.07 1.30 1.73
H 2.10 -0.74 -1.27
H 1.04 0.59 -1.40
H -0.45 -0.05 -3.00
H -0.08 -1.71 0.22
H 1.03 -0.67 1.09
H -1.88 -0.96 1.82
H -0.39 2.55 1.57
H 0.51 2.04 0.10
```

orbital gap	0.3325	Ha
2S+1	1
energy above the lowest of the compared OMol25 structures with the same formula, charge and spin	31.21	kcal/mol
SMILES	[NH3+][C@@H](CO)CCS
total charge	+1



Density functional theory data (ωB97M-V with the def2-TZVPD basis set) for 8 unconnected molecules or ions with the total composition C3H23NO8S2 in a non-equilibrium geometry.

XYZ file:
```
37
C3H23NO8S2, DFT ωB97M-V with the def2-TZVPD basis set
S 0.27 -2.63 -2.84
S -1.22 -1.23 -2.93
O -2.20 0.16 2.79
O -0.57 2.89 -2.89
O 0.66 1.25 1.49
O 1.82 1.93 -1.77
O 3.08 -0.37 0.13
O -2.49 2.32 0.26
O 0.77 -0.34 3.83
O -3.54 -0.13 0.34
N -0.34 -1.92 -0.10
C 2.13 -1.32 0.55
C 0.95 -1.39 -0.53
C 1.63 -2.04 -1.79
H -1.33 0.52 2.56
H 1.75 -0.30 3.84
H 1.46 2.62 -2.34
H -2.03 -1.58 -1.96
H 2.29 -1.31 -2.27
H 1.98 -1.12 1.63
H 0.67 -0.35 -0.93
H -0.42 -2.80 0.38
H 0.83 1.12 0.52
H 2.53 -2.35 0.47
H 0.36 2.18 1.45
H -3.50 -0.38 1.27
H -2.43 1.65 0.95
H -0.69 -1.22 0.53
H -1.03 2.18 -3.34
H -3.57 -0.88 -0.25
H -2.99 1.87 -0.42
H -2.22 0.19 3.78
H 2.77 1.99 -1.93
H 2.18 -3.03 -1.69
H 2.67 0.27 -0.43
H -0.82 2.95 -1.97
H 0.60 0.58 3.62
```

orbital gap	0.3319	Ha
2S+1	1
energy above the lowest of the compared OMol25 structures with the same formula, charge and spin	0.00	kcal/mol
SMILES	N[C@@H](CO)CSS.O.O.O.O.O.O.O